(A)
10
Properties=species:S:1:pos:R:3:lowdin_charge:R:1 method="wB97M-V/def2-TZVPD" homo_lumo_gap_ev=10.63 total_charge=+1 smiles="[NH3+]CC=O"
O 1.542 1.407 0.058 0.111
C 0.517 1.279 -0.546 -0.226
C -0.434 0.187 -0.150 -0.108
N 0.070 -1.148 0.379 0.194
H -0.039 2.099 -1.075 0.156
H -1.152 0.628 0.563 0.150
H -1.091 -0.018 -1.022 0.142
H -0.234 -1.951 -0.189 0.178
H 1.070 -1.239 0.537 0.161
H -0.250 -1.244 1.446 0.242


(B)
10
Properties=species:S:1:pos:R:3:lowdin_charge:R:1 method="wB97M-V/def2-TZVPD" homo_lumo_gap_ev=6.38 total_charge=+1
C 1.872 -0.141 -0.173 -0.060
C -1.356 -0.174 0.637 0.137
N -2.014 0.134 -0.441 0.169
O 3.110 -0.144 -0.345 0.023
H 1.366 0.742 -0.602 0.010
H -0.256 -0.185 0.782 0.053
H -1.893 -0.158 1.687 0.162
H -1.458 0.002 -1.246 0.115
H 3.615 -0.758 0.252 0.150
H -2.986 0.681 -0.550 0.242


The calculated energies rank the structures as follows, beginning with the most stable: (A), (B).


(A)
9
Properties=species:S:1:pos:R:3:lowdin_charge:R:1 method="wB97M-V/def2-TZVPD" homo_lumo_gap_ev=8.11 total_charge=0
C 0.835 -1.990 0.178 -0.271
C 0.395 -0.983 -0.542 -0.468
C -0.580 1.780 -0.129 -0.448
I -1.580 -0.108 0.105 1.130
H 1.819 -2.359 -0.082 0.032
H 0.364 -2.530 0.989 0.026
H -1.276 2.495 -0.550 -0.002
H 0.244 1.583 -0.808 -0.005
H -0.222 2.112 0.837 0.006


(B)
9
Properties=species:S:1:pos:R:3:lowdin_charge:R:1 method="wB97M-V/def2-TZVPD" homo_lumo_gap_ev="6.57 / 6.57" total_charge=0
C 0.107 0.344 0.456 -0.282
C 1.655 -1.745 -0.920 -0.327
C -1.114 0.975 -0.168 -0.236
I 0.253 -2.234 0.688 0.737
H 0.320 0.760 1.428 -0.025
H 2.646 -1.496 -0.340 -0.085
H -2.008 1.115 0.415 0.053
H -0.445 1.850 -0.520 0.121
H -1.416 0.430 -1.037 0.045


The calculated energies rank the structures as follows, beginning with the most stable: (A), (B).


(A)
7
Properties=species:S:1:pos:R:3:lowdin_charge:R:1 method="wB97M-V/def2-TZVPD" homo_lumo_gap_ev=11.76 total_charge=0 smiles="O=S12([O-])O[NH+]1O2"
N -1.251 -0.561 0.059 -0.110
O 2.129 -0.260 0.010 -0.206
O 0.461 1.496 -0.168 -0.213
O -0.420 -0.798 -0.977 -0.170
O -0.273 -0.530 1.139 -0.173
S 0.764 0.154 -0.004 0.742
H -1.411 0.499 -0.059 0.129


(B)
7
Properties=species:S:1:pos:R:3:lowdin_charge:R:1 method="wB97M-V/def2-TZVPD" homo_lumo_gap_ev="8.59 / 8.19" total_charge=0
N 0.474 0.387 -0.220 -0.515
O 0.872 1.278 0.512 -0.020
O 0.546 -1.198 -2.264 -0.526
O -0.860 -0.392 1.578 0.020
O -0.742 -0.320 0.215 -0.102
S 1.196 -0.065 -1.653 1.021
H -1.486 0.309 1.832 0.122


The calculated energies rank the structures as follows, beginning with the most stable: (A), (B).


(A)
45
Properties=species:S:1:pos:R:3:lowdin_charge:R:1 method="wB97M-V/def2-TZVPD" homo_lumo_gap_ev=9.62 total_charge=0 smiles="O=C(O)CCC(=O)N(Cc1ccco1)[C@H]1CC(=O)N(c2ccccc2)C1=O"
O 5.848 1.113 0.165 0.100
C 6.070 -0.063 0.044 -0.530
O 7.282 -0.592 0.241 0.112
H 7.915 0.095 0.503 0.132
C 5.059 -1.115 -0.325 -0.079
C 3.740 -0.502 -0.792 -0.080
C 2.560 -1.148 -0.087 -0.423
O 2.698 -2.043 0.724 0.070
N 1.320 -0.685 -0.403 0.008
C 1.020 0.434 -1.284 -0.048
C 0.384 1.562 -0.536 -0.254
C 0.906 2.511 0.294 -0.016
C -0.192 3.274 0.765 -0.045
C -1.297 2.733 0.188 -0.101
O -0.961 1.698 -0.599 0.028
H -2.338 2.977 0.256 0.129
H -0.156 4.105 1.437 0.104
H 1.940 2.652 0.537 0.116
H 0.334 0.094 -2.067 0.133
H 1.938 0.780 -1.752 0.124
C 0.214 -1.307 0.308 -0.151
C -0.093 -0.689 1.675 0.013
C -1.579 -0.422 1.669 -0.401
O -2.242 0.038 2.557 0.124
N -2.071 -0.792 0.423 0.103
C -1.107 -1.246 -0.450 -0.368
O -1.293 -1.567 -1.593 0.133
C -3.437 -0.630 0.060 -0.176
C -3.765 -0.002 -1.133 -0.009
C -5.097 0.149 -1.475 -0.072
C -6.093 -0.313 -0.631 -0.087
C -5.757 -0.932 0.561 -0.073
C -4.429 -1.098 0.910 -0.004
H -4.161 -1.580 1.837 0.118
H -6.531 -1.292 1.222 0.105
H -7.131 -0.189 -0.902 0.102
H -5.356 0.634 -2.404 0.105
H -2.985 0.361 -1.782 0.112
H 0.168 -1.345 2.505 0.139
H 0.441 0.251 1.827 0.134
H 0.488 -2.365 0.422 0.168
H 3.623 -0.611 -1.871 0.131
H 3.759 0.564 -0.546 0.114
H 5.500 -1.781 -1.066 0.132
H 4.867 -1.718 0.570 0.128


(B)
45
Properties=species:S:1:pos:R:3:lowdin_charge:R:1 method="wB97M-V/def2-TZVPD" homo_lumo_gap_ev=8.10 total_charge=0 smiles="COC(=O)c1[nH]c2cc(OC)c(OC)cc2c1NC(=O)Oc1ccccc1"
C 5.567 2.675 -0.385 -0.042
H 6.443 2.097 -0.084 0.099
H 5.450 3.550 0.249 0.096
H 5.684 2.970 -1.430 0.098
O 4.386 1.905 -0.218 -0.054
C 4.290 0.807 -1.002 -0.435
O 5.149 0.479 -1.792 0.109
C 3.061 0.069 -0.793 -0.093
C 1.960 0.304 0.023 -0.098
N 1.834 1.399 0.872 0.183
C 0.725 2.165 1.093 -0.511
O 0.741 3.127 1.818 0.111
O -0.326 1.695 0.395 0.073
C -1.632 2.122 0.545 -0.218
C -2.522 1.556 -0.365 -0.021
C -3.866 1.865 -0.296 -0.085
C -4.330 2.736 0.677 -0.095
C -3.441 3.294 1.577 -0.074
C -2.089 2.993 1.522 0.000
H -1.401 3.435 2.224 0.106
H -3.796 3.974 2.336 0.105
H -5.381 2.978 0.730 0.100
H -4.553 1.424 -1.004 0.105
H -2.136 0.880 -1.112 0.123
H 2.707 1.838 1.139 0.150
C 1.068 -0.787 -0.166 -0.085
C -0.157 -1.163 0.399 0.049
C -0.791 -2.312 -0.016 -0.178
C -0.192 -3.147 -1.008 -0.186
C 1.037 -2.802 -1.543 0.073
C 1.666 -1.637 -1.128 -0.188
N 2.860 -1.106 -1.486 0.145
H 3.531 -1.479 -2.137 0.167
H 1.478 -3.455 -2.279 0.127
O -0.699 -4.302 -1.515 -0.066
C -1.917 -4.858 -1.071 -0.074
H -1.891 -5.094 -0.006 0.095
H -2.763 -4.198 -1.275 0.094
H -2.028 -5.778 -1.645 0.094
O -2.005 -2.709 0.492 -0.120
C -2.641 -1.888 1.439 -0.067
H -2.057 -1.806 2.361 0.101
H -2.839 -0.886 1.042 0.083
H -3.587 -2.382 1.658 0.098
H -0.595 -0.548 1.164 0.107


The calculated energies rank the structures as follows, beginning with the most stable: (A), (B).


(A)
16
Properties=species:S:1:pos:R:3:lowdin_charge:R:1 method="wB97M-V/def2-TZVPD" homo_lumo_gap_ev=9.86 total_charge=0 smiles=F[C@H]1CN[C@H]2[C@@H](S)[C@H]21
C -0.966 0.116 1.038 -0.494
C -0.079 1.334 0.807 -0.217
C 1.198 0.653 -1.067 -0.143
C 1.535 -0.342 0.129 -0.286
C 0.589 -0.006 1.186 -0.224
H -2.870 0.188 0.014 -0.036
H -1.516 -0.339 1.963 0.125
H -0.010 2.139 1.461 0.099
H -0.645 1.333 -1.382 0.084
H 2.065 1.110 -1.288 0.063
H 0.749 0.024 -1.826 0.097
H 2.470 -0.040 0.532 0.132
H 0.872 -0.597 2.222 0.198
N 0.147 1.669 -0.693 -0.036
F 1.359 -1.726 -0.149 -0.038
S -1.753 -0.656 -0.504 0.676


(B)
16
Properties=species:S:1:pos:R:3:lowdin_charge:R:1 method="wB97M-V/def2-TZVPD" homo_lumo_gap_ev=9.31 total_charge=0 smiles=F[C@@H]1[C@@H]2NC[C@H](S)[C@H]12
C 0.714 0.511 0.526 -0.655
C -0.031 1.256 -0.634 -0.397
C -1.669 0.317 0.442 -0.096
C -1.375 -1.138 0.201 -0.345
C -0.360 -0.465 1.063 -0.149
H 1.959 -0.574 -1.541 0.021
H 0.914 1.342 1.154 0.079
H 0.107 0.729 -1.574 0.095
H 0.628 2.244 -0.535 0.167
H -1.487 2.324 0.108 0.079
H -2.725 0.280 0.926 0.155
H -2.081 -1.909 0.695 0.179
H -0.149 -0.664 2.142 0.133
N -1.244 1.552 -0.373 0.021
F -0.964 -1.469 -0.983 0.062
S 2.285 -0.269 0.031 0.650


(C)
16
Properties=species:S:1:pos:R:3:lowdin_charge:R:1 method="wB97M-V/def2-TZVPD" homo_lumo_gap_ev=7.92 total_charge=0 smiles="C/C(N)=C/C(=S)CF"
C 1.441 0.633 -1.742 -0.040
C 0.573 0.088 -0.642 -0.358
C -0.547 0.775 -0.265 -0.133
C -1.445 0.571 0.846 -0.751
C -1.249 -0.584 1.809 -0.225
H 2.464 0.799 -1.366 0.092
H 1.510 -0.067 -2.580 0.086
H 1.055 1.587 -2.128 0.083
H 0.362 -1.663 0.398 0.075
H 1.793 -1.530 -0.551 0.101
H -0.772 1.695 -0.846 0.100
H -0.274 -0.446 2.292 0.127
H -2.041 -0.607 2.530 0.088
N 1.027 -1.077 -0.093 0.141
F -1.245 -1.815 1.148 -0.070
S -2.652 1.641 1.190 0.684


The calculated energies rank the structures as follows, beginning with the most stable: (C), (A), (B).


(A)
78
Properties=species:S:1:pos:R:3:lowdin_spin:R:1 method="wB97M-V/def2-TZVPD" s2=3.837 homo_lumo_gap_ev="5.33 / 6.20" multiplicity=4 total_charge=+1
Mn -0.725 -0.524 -0.001 2.915
Cl 5.783 -0.695 1.892 0.006
C 4.060 -0.551 1.857 0.021
C 3.364 -0.390 3.020 -0.007
C 1.951 -0.287 3.028 0.025
I 0.902 -0.118 4.803 0.006
C 1.261 -0.352 1.849 -0.008
O -0.072 -0.314 1.715 0.054
C 1.986 -0.541 0.663 -0.001
N 1.211 -0.708 -0.445 -0.048
C 1.765 -0.893 -1.626 0.009
C 3.158 -0.936 -1.764 -0.006
C 3.959 -0.833 -0.656 0.016
C 3.379 -0.635 0.616 -0.003
H 3.901 -0.349 3.958 -0.001
H 1.096 -1.009 -2.468 -0.001
H 3.581 -1.066 -2.749 -0.001
H 5.034 -0.911 -0.744 0.001
O -2.527 0.004 -4.001 -0.003
As -1.598 0.751 -2.716 0.008
O -0.236 1.342 -3.371 0.006
O -1.318 -0.661 -1.725 0.066
C -2.949 1.942 -2.005 0.004
C -3.841 2.483 -2.913 0.001
C -4.833 3.355 -2.469 -0.001
C -4.949 3.680 -1.129 0.000
C -4.059 3.154 -0.202 0.000
C -3.064 2.307 -0.654 0.002
S -1.968 1.602 0.494 0.008
O -0.654 1.420 -0.249 -0.035
O -1.928 2.324 1.706 -0.003
O -2.411 0.142 0.595 0.004
H -1.935 -0.077 -4.762 0.000
H -3.763 2.228 -3.960 0.000
H -5.527 3.775 -3.184 0.000
H -5.730 4.351 -0.799 0.000
H -4.120 3.396 0.850 0.000
C -1.012 -3.711 -3.178 0.000
C -1.361 -4.948 -2.329 0.000
C -0.033 -5.577 -1.873 0.000
C -2.105 -5.982 -3.204 0.000
Si -2.516 -4.534 -0.892 -0.001
Br -0.811 -2.868 0.304 -0.031
C -2.623 -5.679 0.617 -0.001
C -3.228 -4.933 1.823 0.001
C -3.520 -6.886 0.267 0.000
C -1.258 -6.233 1.066 -0.002
C -4.054 -3.479 -1.246 0.001
C -4.060 -2.892 -2.664 0.000
C -5.306 -4.368 -1.097 0.000
C -4.162 -2.295 -0.273 0.000
H -0.183 -3.979 -3.838 0.000
H -0.700 -2.860 -2.574 0.000
H -1.838 -3.395 -3.809 0.000
H 0.590 -5.734 -2.758 0.000
H -0.174 -6.549 -1.409 0.000
H 0.516 -4.939 -1.179 0.000
H -1.484 -6.220 -4.072 0.000
H -3.063 -5.610 -3.574 0.000
H -2.289 -6.914 -2.665 0.000
H -4.245 -4.589 1.640 0.000
H -2.620 -4.081 2.127 0.000
H -3.267 -5.629 2.665 0.000
H -4.527 -6.603 -0.027 0.000
H -3.602 -7.518 1.155 0.000
H -3.092 -7.495 -0.533 0.000
H -0.515 -5.452 1.227 -0.002
H -0.856 -6.955 0.362 0.000
H -1.401 -6.757 2.015 0.000
H -3.994 -3.656 -3.440 0.000
H -3.262 -2.166 -2.812 0.000
H -5.009 -2.367 -2.808 0.000
H -5.282 -5.240 -1.756 0.000
H -6.179 -3.771 -1.374 0.000
H -5.455 -4.713 -0.076 0.000
H -3.388 -1.562 -0.478 0.000
H -4.091 -2.580 0.776 0.000
H -5.131 -1.809 -0.427 0.000


(B)
78
Properties=species:S:1:pos:R:3:lowdin_spin:R:1 method="wB97M-V/def2-TZVPD" s2=3.846 homo_lumo_gap_ev="5.63 / 6.69" multiplicity=4 total_charge=+1
Mn -0.676 -1.670 0.150 2.921
Cl 4.151 -6.357 0.847 0.006
C 3.122 -4.984 1.019 0.020
C 3.301 -4.122 2.064 -0.006
C 2.477 -2.984 2.232 0.021
I 2.778 -1.703 3.829 0.004
C 1.472 -2.739 1.336 -0.009
O 0.640 -1.687 1.387 0.044
C 1.294 -3.630 0.259 0.004
N 0.282 -3.295 -0.589 -0.035
C 0.017 -4.057 -1.630 0.007
C 0.763 -5.216 -1.889 -0.005
C 1.791 -5.567 -1.052 0.012
C 2.092 -4.763 0.066 -0.002
H 4.089 -4.311 2.779 -0.001
H -0.794 -3.746 -2.273 0.000
H 0.510 -5.820 -2.747 -0.001
H 2.376 -6.458 -1.238 0.001
O -2.374 -0.697 3.314 0.005
As -2.952 -0.112 1.782 0.011
O -3.483 1.402 1.888 -0.011
O -1.550 -0.216 0.752 0.070
C -4.393 -1.299 1.254 0.005
C -5.639 -0.803 1.606 0.001
C -6.785 -1.561 1.376 0.000
C -6.702 -2.813 0.795 0.000
C -5.463 -3.322 0.422 0.000
C -4.333 -2.558 0.652 0.001
S -2.791 -3.177 0.132 0.006
O -1.831 -2.867 1.262 -0.013
O -2.872 -4.534 -0.273 -0.004
O -2.265 -2.216 -0.911 0.009
H -1.935 -1.555 3.234 0.000
H -5.708 0.179 2.056 0.000
H -7.750 -1.161 1.658 0.000
H -7.596 -3.396 0.622 0.000
H -5.368 -4.296 -0.038 0.000
C -1.131 2.335 -2.391 0.000
C -0.448 3.090 -1.241 0.001
C -1.508 3.259 -0.144 0.000
C -0.036 4.496 -1.741 0.000
Si 1.168 2.302 -0.629 0.002
Br 0.561 -0.331 -1.357 -0.062
C 1.572 2.408 1.215 0.001
C 2.965 1.880 1.577 0.000
C 1.534 3.916 1.561 0.000
C 0.559 1.656 2.089 0.001
C 2.631 2.223 -1.843 -0.001
C 2.197 2.090 -3.308 -0.003
C 3.339 3.592 -1.667 0.000
C 3.667 1.124 -1.561 0.000
H -1.938 2.969 -2.767 0.000
H -1.576 1.406 -2.038 0.000
H -0.470 2.107 -3.227 0.000
H -2.379 3.741 -0.597 0.000
H -1.192 3.896 0.680 0.000
H -1.846 2.311 0.267 0.000
H -0.947 5.021 -2.040 0.000
H 0.624 4.469 -2.608 0.000
H 0.439 5.099 -0.962 0.000
H 3.772 2.399 1.060 0.000
H 3.055 0.807 1.395 0.000
H 3.114 2.040 2.648 0.000
H 2.269 4.495 0.996 0.000
H 1.789 4.016 2.620 0.000
H 0.556 4.369 1.421 0.000
H 0.577 0.586 1.894 0.000
H -0.462 2.017 1.975 0.000
H 0.846 1.806 3.135 0.000
H 1.548 2.900 -3.639 0.000
H 1.694 1.143 -3.510 -0.002
H 3.095 2.119 -3.933 0.000
H 2.702 4.440 -1.922 0.000
H 4.199 3.620 -2.343 0.000
H 3.721 3.741 -0.656 0.000
H 3.243 0.122 -1.614 0.000
H 4.160 1.235 -0.599 0.000
H 4.440 1.194 -2.332 0.000


The calculated energies rank the structures as follows, beginning with the most stable: (B), (A).